(1)
A cluster of 14 separate species, C5H37NO15 in total. Source: OMol25; level of theory: wB97M-V/def2-TZVPD.

XYZ file:
```
58
Properties=species:S:1:pos:R:3:lowdin_spin:R:1
C -0.029 0.449 0.663 0.091
N -1.252 -0.081 0.103 0.544
C -1.140 -0.828 -1.074 0.010
O 0.085 -0.818 -1.675 -0.004
O -2.078 -1.370 -1.625 0.174
C 0.515 1.680 -0.141 0.099
C 1.072 2.684 0.853 0.022
C 1.933 3.692 0.002 0.020
H 0.709 -0.357 0.660 0.016
H -0.284 0.619 1.707 0.007
H -2.122 0.445 0.325 0.008
H 0.262 -0.039 -2.287 -0.002
H 1.372 1.317 -0.698 0.004
H -0.337 2.178 -0.592 -0.001
H 1.777 2.369 1.628 0.000
H 0.388 3.292 1.442 0.000
H 1.372 3.849 -0.933 0.000
H 2.896 3.225 -0.155 0.000
H 2.019 4.656 0.505 0.004
H -1.174 -2.159 -3.769 0.000
H -2.699 -2.428 -3.608 0.000
O -2.052 -2.359 -4.238 0.002
H -0.236 2.792 -4.080 0.000
H -0.248 1.341 -3.921 0.000
O -0.446 2.131 -3.432 0.000
H -2.905 1.593 -2.932 0.000
H -2.144 2.630 -2.467 0.000
O -2.957 2.277 -2.219 0.001
H 3.241 -0.950 -0.933 0.000
H 4.235 0.156 -1.398 0.000
O 3.549 -0.484 -1.675 0.000
H 2.583 0.459 -3.910 0.000
H 2.042 -0.124 -2.693 0.000
O 1.832 -0.065 -3.686 0.000
H 1.358 -2.450 -0.935 0.000
H 1.678 -3.820 -1.195 0.000
O 1.613 -3.258 -0.483 0.000
H 0.131 0.637 5.375 0.000
H -0.344 -0.786 5.177 0.000
O 0.448 -0.250 5.371 0.000
H 0.569 -3.463 0.884 0.000
H -0.583 -4.362 1.136 0.000
O -0.230 -3.574 1.527 0.000
H 1.563 -2.646 3.431 0.000
H 1.556 -1.293 4.296 0.000
O 2.126 -2.003 3.933 0.000
H -2.655 -2.660 1.771 0.000
H -3.077 -1.274 2.448 0.000
O -3.001 -2.262 2.584 0.002
H 3.527 -2.084 0.704 0.000
H 2.848 -1.564 2.047 0.000
O 3.115 -1.363 1.111 0.002
H -3.964 1.810 -0.694 0.000
H -4.531 0.359 -0.341 0.000
O -4.010 1.109 -0.006 -0.001
H -2.919 1.388 1.935 0.000
H -2.688 1.029 3.539 0.000
O -2.313 1.006 2.640 0.002
```

## Properties
Max |F| ... 5.04 eV Å⁻¹
Relative energy (zero: lowest compared OMol25 entry of this formula, charge and spin) ... 111.55 kJ/mol
E_tot ... -37979.342 eV
Total charge ... +1
Multiplicity ... 2
Gap between HOMO and LUMO (alpha / beta) ... 0.3842 / 0.1996 hartree

(2)
An isolated molecule of C19H28N2O5S. Source: OMol25; level of theory: wB97M-V/def2-TZVPD.

XYZ file:
```
55
Properties=species:S:1:pos:R:3:mulliken_charge:R:1
C 3.028 -1.256 -3.312 -0.699
O 1.793 -0.811 -3.827 -0.355
C 1.088 -1.750 -4.606 0.296
C -0.126 -1.021 -5.189 -1.089
C -1.075 -0.620 -4.062 -0.498
C -1.480 -1.849 -3.244 -0.825
N -0.305 -2.527 -2.749 0.141
C 0.159 -2.451 -1.481 0.375
O 1.248 -2.890 -1.151 -0.685
C -0.749 -1.818 -0.471 -0.537
C -1.899 -2.453 -0.023 -0.059
C -2.662 -1.854 0.965 -0.869
C -2.283 -0.642 1.504 -0.806
C -1.117 -0.007 1.070 0.368
O -0.844 1.189 1.666 -0.339
C 0.402 1.837 1.436 0.293
C 1.540 1.105 2.156 -0.819
C 1.300 1.086 3.664 -0.745
N 0.953 2.399 4.172 0.089
S -0.208 2.465 5.347 1.262
C -1.828 2.202 4.560 -0.338
O -0.195 3.798 5.877 -0.701
O 0.032 1.365 6.231 -0.693
C 1.044 3.505 3.258 -1.110
C 0.253 3.278 1.962 -0.732
C -0.352 -0.606 0.077 0.318
C 0.594 -2.964 -3.793 -1.408
H 3.544 -0.364 -2.961 0.247
H 2.894 -1.947 -2.475 0.262
H 3.628 -1.738 -4.093 0.325
H 1.738 -2.121 -5.418 0.408
H 0.213 -0.133 -5.723 0.433
H -0.633 -1.681 -5.896 0.380
H -0.562 0.087 -3.410 0.203
H -1.966 -0.140 -4.468 0.402
H -2.116 -1.556 -2.409 0.440
H -2.034 -2.550 -3.880 0.347
H -2.186 -3.408 -0.438 0.500
H -3.559 -2.337 1.320 0.402
H -2.875 -0.168 2.272 0.414
H 0.599 1.862 0.356 0.443
H 2.478 1.611 1.926 0.450
H 1.612 0.076 1.802 0.376
H 2.199 0.732 4.180 0.329
H 0.489 0.395 3.911 0.387
H -2.240 3.175 4.327 0.332
H -1.697 1.605 3.667 -0.330
H -2.447 1.686 5.282 0.447
H 2.101 3.677 3.025 0.342
H 0.669 4.375 3.797 0.466
H 0.597 3.989 1.211 0.444
H -0.809 3.457 2.132 0.204
H 0.557 -0.157 -0.293 0.548
H 1.426 -3.488 -3.321 0.534
H 0.068 -3.651 -4.462 0.430
```

## Properties
Max |F| ... 1.05 eV Å⁻¹
Relative energy (zero: lowest compared OMol25 entry of this formula, charge and spin) ... 158.46 kJ/mol
E_tot ... -44210.133 eV
Gap between HOMO and LUMO ... 0.3504 hartree
SMILES ... CO[C@@H]1CCCN(C(=O)c2cccc(OC3CCN(S(C)(=O)=O)CC3)c2)C1

(3)
A cluster of 2 separate species, C5H8O2 in total. Source: OMol25; level of theory: wB97M-V/def2-TZVPD.

XYZ file:
```
15
Properties=species:S:1:pos:R:3:mulliken_charge:R:1
C 1.564 0.902 -0.474 -1.243
C 0.180 0.371 -0.363 0.192
C -1.030 0.871 -0.059 -0.636
C -1.735 -0.414 -0.482 0.040
O -1.369 -0.691 -1.842 -0.418
C -0.430 -0.970 -0.797 -0.167
H 1.768 1.153 -1.522 0.330
H 1.695 1.803 0.133 0.301
H 2.298 0.157 -0.152 0.309
H -1.383 1.869 0.179 0.422
H -2.620 -0.900 -0.088 0.409
H -0.051 -1.982 -0.703 0.432
O 0.731 -0.656 2.247 -0.644
H 0.382 -1.524 2.016 0.319
H 0.071 -0.046 1.890 0.354
```

## Properties
Max |F| ... 0.37 eV Å⁻¹
Relative energy (zero: lowest compared OMol25 entry of this formula, charge and spin) ... 351.20 kJ/mol
E_tot ... -9406.192 eV
Gap between HOMO and LUMO ... 0.3740 hartree
SMILES ... CC1=C[C@H]2O[C@@H]12.O

(4)
A structure of composition C7H23NPSn. Source: OMol25; level of theory: wB97M-V/def2-TZVPD.

XYZ file:
```
33
Properties=species:S:1:pos:R:3:mulliken_charge:R:1
C 2.236 3.594 -2.000 -1.044
Sn 0.250 1.667 -1.128 0.433
N 1.320 0.253 -2.687 -0.741
H -1.128 2.755 -0.870 -0.067
H 2.005 3.092 -1.101 0.162
H 2.312 4.616 -1.702 0.365
H 1.507 3.628 -2.826 0.239
H 3.101 3.089 -2.434 0.323
H 0.554 -0.290 -3.083 0.330
H 1.977 -0.392 -2.230 0.283
H 1.806 0.745 -3.441 0.309
C -1.593 -2.018 -1.274 -1.206
C -1.770 -1.111 -0.044 -0.608
P -0.337 -0.122 0.472 0.359
C -0.818 0.764 1.911 -0.585
C -1.674 -0.030 2.935 -1.103
C 1.002 -1.234 0.793 -0.356
C 0.683 -2.264 1.870 -1.264
H -1.585 -1.423 -2.210 0.277
H -2.492 -2.669 -1.321 0.366
H -0.712 -2.683 -1.250 0.296
H -2.618 -0.445 -0.299 0.370
H -2.131 -1.741 0.794 0.485
H 0.046 1.130 2.493 0.385
H -1.418 1.650 1.639 0.392
H -1.077 -0.827 3.423 0.225
H -1.976 0.734 3.674 0.399
H -2.575 -0.486 2.475 0.278
H 1.257 -1.719 -0.172 0.282
H 1.903 -0.702 1.160 0.413
H -0.252 -2.831 1.707 0.327
H 1.540 -2.961 1.870 0.388
H 0.655 -1.771 2.857 0.287
```

## Properties
Max |F| ... 2.57 eV Å⁻¹
E_tot ... -24233.520 eV
Total charge ... +1
Gap between HOMO and LUMO (alpha / beta) ... 0.2174 / 0.2106 hartree

(5)
A cluster of 2 separate species, C2H6NOS in total. Source: OMol25; level of theory: wB97M-V/def2-TZVPD.

XYZ file:
```
11
Properties=species:S:1:pos:R:3:mulliken_charge:R:1
C -3.020 0.217 -0.310 -0.807
S -1.203 0.332 -0.204 -0.711
H -3.474 -0.621 0.213 0.219
H -3.461 1.113 0.134 0.189
H -3.342 0.185 -1.355 0.187
C 2.772 0.315 0.428 0.106
N 2.001 -0.719 0.078 -0.225
O 3.885 0.202 0.915 -0.633
H 2.309 1.310 0.301 0.318
H 1.121 -0.709 -0.426 0.147
H 2.414 -1.625 0.227 0.212
```

## Properties
Max |F| ... 0.90 eV Å⁻¹
Relative energy (zero: lowest compared OMol25 entry of this formula, charge and spin) ... 91.75 kJ/mol
E_tot ... -16545.379 eV
Total charge ... -1
Gap between HOMO and LUMO ... 0.2461 hartree

(6)
An isolated molecule of C4H5ClN2S. Source: OMol25; level of theory: wB97M-V/def2-TZVPD.

XYZ file:
```
13
Properties=species:S:1:pos:R:3:mulliken_charge:R:1
C -1.779 -0.529 0.731 -0.537
C -1.138 1.134 -0.534 -0.456
C -0.406 -0.571 1.196 0.378
C 0.297 -1.237 2.192 -0.221
N -2.177 0.413 -0.105 -0.459
N 1.270 0.160 -1.013 -0.496
S 0.383 0.768 0.317 0.187
Cl -0.529 -2.252 3.407 -0.170
H -2.537 -1.206 1.039 0.466
H -1.088 2.133 -0.889 0.402
H 1.414 -1.149 2.245 0.297
H 0.608 -0.258 -1.593 0.310
H 1.931 -0.516 -0.637 0.299
```

## Properties
Max |F| ... 2.32 eV Å⁻¹
Relative energy (zero: lowest compared OMol25 entry of this formula, charge and spin) ... 367.78 kJ/mol
E_tot ... -30563.085 eV
Gap between HOMO and LUMO ... 0.2360 hartree

Question: Number 6 is which compound?
Answer: C4H5ClN2S

Question: E_tot of number 5 (C2H6NOS)?
Answer: -16545.379 eV

Question: What is the formula in the second record?
Answer: C19H28N2O5S

Question: max |F| of number 4 (C7H23NPSn)?
Answer: 2.57 eV Å⁻¹